Molecular formula: C5H8O2
Method: DFT, ωB97M-V/def2-TZVPD

```
15
Properties=species:S:1:pos:R:3:forces:R:3
O -0.288557 0.649430 -1.393626 0.4 0.3 -0.3
O 0.589124 -1.353233 0.393881 0.5 0.4 1.0
C 0.920814 0.842490 -0.665877 0.5 0.4 0.2
C -1.349222 0.189984 0.937917 0.1 0.2 0.1
C -0.800920 -1.076483 0.335168 0.2 0.1 0.0
C 1.511934 -0.376823 -0.083875 1.1 0.7 0.3
C -1.267342 0.020721 -0.571202 0.2 -0.1 -0.1
H -1.375527 -2.000248 0.441221 0.4 0.3 -0.1
H 1.955847 1.202522 -1.000083 -1.9 0.5 -1.9
H 0.726425 1.613184 0.081177 -0.2 -0.2 0.3
H 2.377500 0.380399 0.395099 -1.6 -2.5 1.6
H 2.228034 -0.954227 -0.657681 -0.4 0.0 -0.9
H -0.645714 0.831152 1.455082 -0.1 -0.1 -0.1
H -2.218958 -0.069844 -1.100572 0.5 0.0 0.0
H -2.330412 0.147499 1.407486 0.2 0.1 -0.2
```
Positions in Å, forces in eV/Å.

**Orbital gap**: 9.80 eV
**HOMO level**: -8.9 eV
**Total energy**: -9405.4882 eV
**LUMO energy**: 0.93 eV
**SMILES string**: C1CO[C@@H]2C[C@@H]2O1

Löwdin atomic charge list, values in e, 4 entries: O -0.06; O -0.06; C -0.24; C -0.03



Molecular formula: C4H7N3O
Method: DFT, ωB97M-V/def2-TZVPD

```
15
Properties=species:S:1:pos:R:3:forces:R:3
O 2.270824 -1.255763 0.213453 0.1 -0.2 -0.3
N 0.741129 0.446832 -0.542926 0.5 1.5 1.3
N -0.010942 -1.683891 -0.405521 -0.2 0.4 0.6
N 1.328827 1.666753 -0.022308 2.1 0.4 -1.0
C -1.309306 0.093486 0.751453 -0.5 2.4 6.1
C 1.197426 -0.948199 -0.198626 -3.7 2.3 -0.1
C -1.193028 -0.689783 -0.390071 3.2 -4.0 -0.7
C -0.734923 0.694959 -0.485475 2.4 -1.3 -2.0
H -0.579971 -0.197169 1.645854 -1.4 1.1 -2.0
H -2.040230 -1.041635 -0.791912 -2.7 -1.3 -1.9
H -1.129632 1.342685 -1.334585 0.4 -0.5 1.9
H 1.790899 1.762189 0.905102 -1.0 -1.4 -0.4
H 2.106146 1.976640 -0.639183 -1.0 -0.5 0.2
H -0.128172 -2.593831 0.124154 0.3 1.8 -0.9
H -2.309043 0.426725 1.170595 1.2 -0.5 -0.9
```
Positions in Å, forces in eV/Å.

**Orbital gap**: 10.06 eV
**HOMO level**: -9.1 eV
**Total energy**: -10776.2159 eV
**LUMO energy**: 0.95 eV
**SMILES string**: NN1C(=O)N[C@H]2C[C@H]21

Löwdin atomic charge list, values in e, 4 entries: O 0.09; N -0.09; N 0.11; N 0.02



Molecular formula: C10H23BBrNO
Method: DFT, ωB97M-V/def2-TZVPD

```
37
Properties=species:S:1:pos:R:3:forces:R:3
Br 4.031425 4.973944 -0.365875 0.1 0.1 0.0
O -1.307620 0.931584 0.272583 -0.1 0.2 0.1
N -1.069533 -0.313511 0.363159 0.2 -0.3 -0.1
C -2.237032 -2.494646 -0.124722 0.0 0.0 -0.1
C 0.693379 -1.825339 -1.333137 0.0 0.0 -0.1
C -0.674371 -1.374671 -1.822533 -0.2 -0.1 0.0
C 0.295748 -0.673315 0.902606 -0.1 0.1 -0.2
C 1.157330 3.984630 -0.109024 -0.1 0.0 -0.1
C 1.234574 -0.847263 -0.301005 0.0 0.0 0.1
C -1.709037 -1.164629 -0.701663 0.1 0.2 0.1
C 0.789380 0.484320 1.759380 0.1 -0.1 0.0
C -2.892974 -0.387091 -1.269514 0.0 -0.1 0.0
C 0.269189 -1.941521 1.756367 0.0 0.0 0.0
B 2.580380 3.724474 0.595426 -0.1 -0.3 0.2
H 0.858695 5.038629 -0.094978 0.0 0.0 0.1
H -1.093522 -2.094584 -2.532906 0.0 0.0 0.0
H -3.325352 -2.513515 -0.190012 0.0 0.0 0.0
H 2.998715 2.586547 0.439890 0.0 0.1 0.0
H 1.006145 1.361914 1.157447 -0.1 0.1 0.1
H 1.370365 0.135929 -0.759868 0.0 0.0 0.0
H 2.213064 -1.162732 0.070873 0.0 0.0 0.0
H 0.647090 -2.842178 -0.929451 0.0 0.0 0.0
H -1.855308 -3.351196 -0.684291 0.0 0.0 0.0
H -0.561088 -0.424059 -2.351492 0.0 0.0 0.0
H 1.252187 -2.039593 2.219980 0.0 0.0 0.0
H -0.472627 -1.856729 2.552598 0.0 0.0 0.0
H -3.403122 -1.031255 -1.990138 0.0 0.0 0.0
H 2.605013 4.032114 1.773233 0.1 0.1 -0.1
H -1.980094 -2.630225 0.918128 0.0 0.0 0.1
H 0.065885 0.745837 2.532118 0.0 0.0 0.0
H -2.576081 0.530058 -1.757734 0.0 0.0 0.0
H 0.359198 3.423821 0.394787 0.0 0.0 0.0
H 1.720948 0.176707 2.238720 0.0 0.0 0.0
H 0.081318 -2.851846 1.192597 0.0 0.0 0.0
H 1.376024 -1.863388 -2.185328 0.0 -0.1 0.0
H -3.591336 -0.125714 -0.474208 0.0 0.0 0.0
H 1.143046 3.678492 -1.162015 0.0 0.0 0.0
```
Positions in Å, forces in eV/Å.

**Orbital gap (alpha / beta)**: 6.94 / 6.93 eV
**2S+1**: 2
**HOMO level (alpha / beta)**: -4.4 / -4.4 eV
**Total energy**: -85000.2586 eV
**⟨S²⟩**: 0.754
**LUMO energy (alpha / beta)**: 2.57 / 2.57 eV
**Total charge**: -1

Löwdin atomic charge list, values in e, 4 entries: Br 0.21; O -0.02; N -0.12; C -0.02



Molecular formula: C14H10FN3O
Method: DFT, ωB97M-V/def2-TZVPD

```
29
Properties=species:S:1:pos:R:3:forces:R:3
F 3.403723 -0.186006 1.881538 -0.5 0.1 -0.4
O -0.788163 1.705832 -0.018543 -0.6 0.2 0.2
N 0.956793 0.610666 0.930623 -3.4 -0.7 -0.8
N -2.311200 -2.325758 -3.080654 0.5 0.6 -1.8
N -0.589650 -2.705572 1.202971 0.2 -0.6 0.2
C 1.636507 2.966358 1.347167 -1.4 0.1 -0.4
C -0.696559 -1.815441 0.489565 0.2 -0.3 0.5
C -3.698184 -3.617916 -2.011853 -1.6 -1.0 0.7
C -1.757856 -0.531464 -1.246750 0.8 -1.1 0.4
C -3.117473 -3.483492 -3.249064 0.5 1.6 2.4
C 3.071920 1.116895 1.796358 0.6 2.2 1.5
C 3.987404 2.055619 2.250940 0.9 0.3 -0.6
C -3.333586 -2.501784 -1.191133 -1.9 -2.4 1.8
C -2.472691 -1.724507 -1.789884 2.1 0.5 -3.0
C 1.793463 1.593742 1.424864 1.8 -0.3 -0.6
C 3.745537 3.482420 2.185197 4.3 -2.3 0.5
C -0.871440 -0.599392 -0.194489 -2.4 -0.4 -1.9
C 2.623412 3.920260 1.644661 -2.5 1.2 0.6
C -0.310833 0.642528 0.317731 2.5 3.2 -0.3
H 2.488846 5.022499 1.738092 -0.6 -1.0 -0.8
H -1.790488 -1.924433 -3.876648 -0.5 -0.3 1.1
H -1.969292 0.417400 -1.707603 0.3 0.4 0.0
H -4.386896 -4.429784 -1.618994 1.0 1.2 -0.9
H 4.598761 4.191558 2.386389 -1.1 -1.0 0.1
H -3.269564 -4.112257 -4.126051 0.6 0.6 0.1
H 0.642565 3.223594 1.035538 -0.2 0.6 -0.2
H -3.674188 -2.338408 -0.196204 -0.2 -0.1 0.6
H 1.091087 -0.312263 1.212576 1.3 -1.6 0.9
H 4.998046 1.659104 2.463659 -0.7 0.4 0.2
```
Positions in Å, forces in eV/Å.

**Orbital gap**: 8.00 eV
**HOMO level**: -8.8 eV
**Total energy**: -23913.2984 eV
**LUMO energy**: -0.81 eV
**SMILES string**: N#C/C(=C\c1ccc[nH]1)C(=O)Nc1ccccc1F

Löwdin atomic charge list, values in e, 4 entries: F 0.08; O 0.09; N 0.16; N 0.04



Which formula does entry 3 have?
C10H23BBrNO